1.
The following is a quantum chemistry calculation of a cluster of 2 separate species, C2H6O2S in total, from the Open Molecules 2025 dataset.

Each atom is followed by the atoms it is bonded to, with distances in Å.
CARTESIAN COORDINATES (ANGSTROEM)
1 C -0.66880 -0.80972 -0.17965  C2 1.448, S5 1.883, H6 1.051, H7 1.152
2 C -0.19891 0.46274 0.32717  C1 1.448, O3 1.303, O4 1.434
3 O -1.10484 1.32371 0.69724  C2 1.303, H9 0.997
4 O 0.96728 0.57106 1.15511  C2 1.434, H10 1.039
5 S 0.48386 -1.67364 -1.39266  C1 1.883, H11 1.386
6 H -1.45463 -0.55730 -0.82959  C1 1.051
7 H -0.83441 -1.46752 0.75190  C1 1.152
8 H 0.79032 0.90855 -1.27030  no bonds
9 H -0.60744 1.98062 1.25801  O3 0.997
10 H 1.55256 -0.28777 1.15024  O4 1.039
11 H 1.07503 -0.45073 -1.66747  S5 1.386

Results
* total charge: 0
* spin multiplicity: 1
* electronic energy: -17097.7189 eV
* frontier orbital gap: 8.6636 eV
* M: 94.13 g/mol
* ΔE to the lowest compared entry with this formula, charge and spin: 366.9 kJ/mol


2.
The following is a quantum chemistry calculation of an isolated molecule of C16H19N3O2, from the Open Molecules 2025 dataset.

Each atom is followed by the atoms it is bonded to, with distances in Å.
CARTESIAN COORDINATES (ANGSTROEM)
1 C 7.47772 1.09698 0.76717  C2 1.498, H22 1.087, H23 1.090, H24 1.089
2 C 6.06801 0.69606 0.45921  C1 1.498, C3 1.389, C21 1.393
3 C 5.15311 0.44299 1.47390  C2 1.389, C4 1.381, H25 1.081
4 C 3.85593 0.06869 1.18170  C3 1.381, C5 1.392, H26 1.079
5 C 3.45073 -0.05947 -0.14386  C4 1.392, C6 1.447, C20 1.394
6 C 2.09077 -0.45001 -0.44707  C5 1.447, N7 1.309, N19 1.371
7 N 1.61579 -0.60344 -1.65700  C6 1.309, O8 1.362
8 O 0.31482 -0.96823 -1.48733  N7 1.362, C9 1.342
9 C 0.09340 -1.00841 -0.16412  O8 1.342, C10 1.478, N19 1.295
10 C -1.24936 -1.35187 0.34983  C9 1.478, C11 1.531, H27 1.092, H28 1.089
11 C -2.27138 -0.28911 -0.06255  C10 1.531, C12 1.524, H29 1.093, H30 1.092
12 C -3.67276 -0.71275 0.35963  C11 1.524, O13 1.216, N14 1.346
13 O -3.91201 -1.79147 0.86764  C12 1.216
14 N -4.63984 0.19250 0.12093  C12 1.346, C15 1.449, C18 1.455
15 C -4.48140 1.51704 -0.44467  N14 1.449, C16 1.529, H31 1.098, H32 1.093
16 C -5.91472 2.02418 -0.60968  C15 1.529, C17 1.528, H33 1.090, H34 1.088
17 C -6.66133 1.31203 0.51672  C16 1.528, C18 1.524, H35 1.091, H36 1.087
18 C -6.01712 -0.06882 0.51084  N14 1.455, C17 1.524, H37 1.096, H38 1.091
19 N 1.14847 -0.69688 0.51824  C6 1.371, C9 1.295
20 C 4.36153 0.19135 -1.16941  C5 1.394, C21 1.379, H39 1.079
21 C 5.65325 0.56448 -0.86423  C2 1.393, C20 1.379, H40 1.081
22 H 7.62089 1.23483 1.83576  C1 1.087
23 H 8.17072 0.33078 0.42054  C1 1.090
24 H 7.72930 2.02562 0.25690  C1 1.089
25 H 5.46097 0.54046 2.50529  C3 1.081
26 H 3.14310 -0.12879 1.96716  C4 1.079
27 H -1.56505 -2.31603 -0.05418  C10 1.092
28 H -1.20074 -1.43054 1.43499  C10 1.089
29 H -2.25258 -0.16130 -1.14790  C11 1.093
30 H -2.02408 0.66953 0.39872  C11 1.092
31 H -3.91867 2.16083 0.24347  C15 1.098
32 H -3.94544 1.48117 -1.39677  C15 1.093
33 H -6.31260 1.70979 -1.57494  C16 1.090
34 H -5.97714 3.10816 -0.54296  C16 1.088
35 H -6.47248 1.81226 1.46714  C17 1.091
36 H -7.73492 1.26939 0.35000  C17 1.087
37 H -6.49121 -0.72769 -0.22553  C18 1.096
38 H -6.03483 -0.57244 1.47875  C18 1.091
39 H 4.03639 0.08809 -2.19280  C20 1.079
40 H 6.35814 0.75875 -1.66013  C21 1.081

Results
* total charge: 0
* spin multiplicity: 1
* SMILES string: Cc1ccc(-c2noc(CCC(=O)N3CCCC3)n2)cc1
* electronic energy: -25465.8493 eV
* frontier orbital gap: 9.4050 eV
* M: 285.35 g/mol
* ΔE to the lowest compared entry with this formula, charge and spin: 72.5 kJ/mol


3.
The following is a quantum chemistry calculation of a cluster of 2 separate species, C2H6NO3 in total, from the Open Molecules 2025 dataset.

Each atom is followed by the atoms it is bonded to, with distances in Å.
CARTESIAN COORDINATES (ANGSTROEM)
1 C -0.50242 -2.01125 -1.10868  N2 1.454, H6 1.054, H7 1.046, H8 1.119
2 N 0.43997 -2.61315 -0.17855  C1 1.454, C3 1.474, H9 1.063
3 C 1.06300 -1.70670 0.80341  N2 1.474, O4 1.232, O5 1.216
4 O 1.18841 -2.22907 1.91207  C3 1.232
5 O 1.47648 -0.63821 0.39463  C3 1.216
6 H -1.44696 -1.96439 -0.64368  C1 1.054
7 H -0.24717 -1.05250 -1.44156  C1 1.046
8 H -0.65716 -2.58328 -2.05732  C1 1.119
9 H 0.06522 -3.28715 0.55251  N2 1.063
10 H -0.08080 5.67815 0.04575  O12 0.953
11 H -0.52417 6.65028 1.02714  O12 0.985
12 O -0.77441 5.75727 0.69429  H10 0.953, H11 0.985

Results
* total charge: -1
* spin multiplicity: 1
* electronic energy: -9804.9892 eV
* frontier orbital gap: 6.5214 eV
* M: 92.07 g/mol
* ΔE to the lowest compared entry with this formula, charge and spin: 116.9 kJ/mol


4.
The following is a quantum chemistry calculation of an isolated molecule of C19H24N2O3, from the Open Molecules 2025 dataset.

Each atom is followed by the atoms it is bonded to, with distances in Å.
CARTESIAN COORDINATES (ANGSTROEM)
1 C 0.82550 4.03933 -3.55631  C2 1.524, H25 1.087, H26 1.089, H27 1.088
2 C -0.16412 2.90133 -3.34021  C1 1.524, C3 1.528, H28 1.090, H29 1.094
3 C 0.11269 1.74376 -4.29765  C2 1.528, C4 1.530, H30 1.091, H31 1.093
4 C -0.87470 0.58531 -4.14247  C3 1.530, C5 1.529, H32 1.093, H33 1.093
5 C -0.67199 -0.20941 -2.85162  C4 1.529, C6 1.533, H34 1.092, H35 1.090
6 C 0.57383 -1.10225 -2.89450  C5 1.533, O7 1.429, H36 1.092, H37 1.094
7 O 1.24539 -1.09937 -1.63265  C6 1.429, C8 1.335
8 C 2.20853 -0.19114 -1.46141  O7 1.335, O9 1.200, C10 1.522
9 O 2.65093 0.51322 -2.32681  C8 1.200
10 C 2.74303 -0.22910 -0.03640  C8 1.522, C11 1.497, H38 1.093, H39 1.090
11 C 1.64396 -0.47186 0.95104  C10 1.497, C12 1.367, C23 1.447
12 C 1.67633 -1.40917 1.94531  C11 1.367, C13 1.497, N14 1.357
13 C 2.84019 -2.32114 2.17769  C12 1.497, H40 1.088, H41 1.086, H42 1.089
14 N 0.64393 -1.58896 2.80815  C12 1.357, C15 1.295
15 C -0.41952 -0.85869 2.69353  N14 1.295, C16 1.466, N22 1.357
16 C -1.53095 -1.07165 3.62487  C15 1.466, C17 1.394, C21 1.395
17 C -2.83551 -0.67625 3.33204  C16 1.394, C18 1.383, H43 1.081
18 C -3.85084 -0.90003 4.24362  C17 1.383, C19 1.385, H44 1.080
19 C -3.58042 -1.51626 5.45419  C18 1.385, C20 1.386, H45 1.080
20 C -2.28808 -1.92233 5.74804  C19 1.386, C21 1.381, H46 1.080
21 C -1.27060 -1.70564 4.84020  C16 1.395, C20 1.381, H47 1.078
22 N -0.52368 0.10142 1.73954  C15 1.357, C23 1.392, H48 1.013
23 C 0.47385 0.36611 0.80483  C11 1.447, N22 1.392, O24 1.217
24 O 0.30419 1.23567 -0.02997  C23 1.217
25 H 1.83900 3.68707 -3.38029  C1 1.087
26 H 0.76364 4.41757 -4.57552  C1 1.089
27 H 0.62246 4.85975 -2.87158  C1 1.088
28 H -0.07778 2.55730 -2.30926  C2 1.090
29 H -1.18380 3.26628 -3.49245  C2 1.094
30 H 1.13048 1.39218 -4.12499  C3 1.091
31 H 0.05862 2.11430 -5.32492  C3 1.093
32 H -1.89148 0.98526 -4.14964  C4 1.093
33 H -0.78178 -0.09275 -4.99524  C4 1.093
34 H -1.55276 -0.82286 -2.65187  C5 1.092
35 H -0.55663 0.48605 -2.01968  C5 1.090
36 H 0.31971 -2.14668 -3.08762  C6 1.092
37 H 1.27353 -0.75041 -3.65820  C6 1.094
38 H 3.22014 0.73650 0.14966  C10 1.093
39 H 3.50163 -1.01008 0.01820  C10 1.090
40 H 3.74437 -1.74927 2.37717  C13 1.088
41 H 2.62334 -2.95672 3.03091  C13 1.086
42 H 3.01310 -2.94765 1.30450  C13 1.089
43 H -3.07637 -0.21932 2.38272  C17 1.081
44 H -4.85897 -0.59434 4.00626  C18 1.080
45 H -4.37674 -1.68453 6.16353  C19 1.080
46 H -2.07583 -2.40896 6.68813  C20 1.080
47 H -0.25937 -2.01581 5.04862  C21 1.078
48 H -1.35046 0.68422 1.67853  N22 1.013

Results
* total charge: 0
* spin multiplicity: 1
* SMILES string: CCCCCCOC(=O)Cc1c(C)nc(-c2ccccc2)[nH]c1=O
* electronic energy: -29216.7862 eV
* frontier orbital gap: 8.6380 eV
* M: 328.41 g/mol
* ΔE to the lowest compared entry with this formula, charge and spin: 85.8 kJ/mol


Which value of ΔE to the lowest compared entry with this formula, charge and spin does entry 3 give?
116.9 kJ/mol


The lowest frontier orbital gap belongs to which entry?
C2H6NO3